No. 1
# C36H76N8O6PS2

A cluster of 6 separate species, C36H76N8O6PS2 in total (ωB97M-V/def2-TZVPD, the Open Molecules 2025 dataset).

The geometry in XYZ format:
```
129
Properties=species:S:1:pos:R:3:mulliken_charge:R:1
O 1.427 1.602 -7.287 -0.4177
H -0.748 -2.260 -2.747 0.1942
C 1.240 -4.286 -2.585 -0.3286
H -2.523 0.293 -7.982 0.3988
C -0.887 -2.701 3.258 0.0599
H -2.469 4.339 3.233 0.0486
H 1.090 -1.508 4.472 -0.1070
H -0.720 -7.755 -7.155 0.3007
H 1.812 3.482 -7.936 0.2686
H 4.913 -0.198 7.146 0.3822
H -0.606 -5.745 -4.827 0.2254
H -0.973 -2.305 0.296 -0.7324
S -3.731 1.267 0.594 -0.1842
H 6.781 -1.276 4.963 0.2993
S -1.962 9.534 3.435 -0.3171
H -1.473 -4.686 -8.542 0.3669
N -2.028 -3.630 -0.896 -0.6939
H -3.977 5.946 1.174 0.1542
H 3.257 5.405 1.315 0.4362
H 0.710 -1.378 -7.918 0.2652
H -1.437 -1.059 -1.670 0.3135
H 0.570 -0.104 -8.878 0.3155
H -1.625 6.525 3.925 0.5244
O 0.357 -3.246 2.862 -0.0745
H 1.192 0.158 -5.924 0.2986
C 0.239 4.170 3.345 0.5202
H -5.002 2.132 2.373 0.4781
C -0.838 -2.886 5.819 -1.6027
H 0.947 -7.686 -7.761 0.2594
H 1.324 -3.112 -0.311 0.3860
H -3.425 8.103 1.482 0.0607
H 1.390 -4.997 2.795 0.2717
C -0.816 -2.850 -0.641 1.8695
H 3.583 0.841 4.107 0.1543
O -1.131 1.334 -0.111 -0.2346
H -1.114 -2.329 6.713 0.3822
H 0.488 -4.072 -6.324 0.2858
N -4.560 5.626 3.114 0.0722
H 0.286 -4.262 0.529 0.0926
H 6.821 -1.862 6.464 0.2750
C 0.051 1.111 0.500 -0.2576
C -2.436 6.441 3.199 0.0325
C 1.134 5.126 1.344 -0.9628
H -1.999 1.664 -6.999 0.3488
C -1.327 -5.357 -7.692 -0.7683
H 1.065 2.737 5.490 0.3661
H -0.952 -0.620 -6.460 0.2261
C 1.509 4.129 3.920 0.2969
O 5.218 0.710 5.390 -0.4387
C 1.692 3.615 5.323 -1.6799
H -4.074 6.830 4.748 0.4915
C -1.672 0.926 -7.734 -1.6498
C -0.528 0.072 -7.194 0.7829
N -0.389 -3.563 -6.238 -0.3946
H -0.180 -5.114 3.614 0.3905
H -4.088 3.911 0.181 0.4925
H -0.589 3.789 3.937 0.2914
C 2.405 5.063 1.887 -1.0174
C -4.465 3.896 1.204 -1.1183
H 4.859 2.069 3.941 0.2117
H 0.361 2.768 -8.652 0.2258
C -2.435 5.085 2.432 0.1922
C -1.335 4.803 1.436 -1.2068
H 4.558 -2.415 6.450 0.4303
H 1.720 -5.153 -3.039 0.2671
C 2.589 4.585 3.173 -0.5446
H -1.663 -3.479 3.253 0.5110
H 2.006 -3.532 -2.378 0.3022
H 0.158 -3.292 5.987 0.2793
C 0.700 -4.482 3.463 -0.8852
C 0.554 0.868 -6.456 -0.7194
H -1.834 -4.269 -1.663 0.2604
C 4.941 -1.755 5.666 0.5059
N 0.235 -1.009 4.700 -0.4855
P -2.263 8.037 2.264 0.2414
N 6.380 -1.995 5.559 -0.7398
C 0.035 4.680 2.071 0.7701
O 0.611 -4.724 -1.396 -0.4559
H -0.392 -2.931 -7.034 0.0610
H 1.367 4.373 6.041 0.3650
H -5.550 4.022 1.154 0.5363
N -1.443 0.893 2.016 -0.1429
C 0.945 2.854 -7.733 -0.6561
O -0.049 -5.927 -7.880 -0.3904
H -1.142 -1.975 2.482 -0.3785
H 4.275 -3.228 4.229 0.4153
H -1.534 -3.719 5.708 0.3656
H -2.406 -3.968 -6.512 0.3812
H -3.298 2.561 2.529 0.2507
H 4.769 -1.722 3.489 0.2114
H -1.803 -1.393 4.646 0.4534
H 5.137 0.437 3.326 0.3074
H -2.101 -6.135 -7.747 0.4467
H 0.559 -6.984 -6.185 0.1907
C 4.588 -0.333 6.112 -0.6851
C 0.188 -7.144 -7.200 -0.6086
N 0.023 -0.729 -8.292 -0.7060
N -0.077 0.859 1.753 -0.1600
C 4.264 -2.145 4.356 -1.0604
H 3.573 4.551 3.624 0.4869
C 0.420 -3.729 -0.413 -0.4775
C -1.581 -5.366 -5.135 -1.3539
H 0.151 -0.319 3.957 0.3485
C -2.015 1.162 0.891 0.5031
H -2.260 -6.212 -5.250 0.4070
H 0.517 -3.883 -3.299 -0.0428
C 4.665 1.011 4.127 -0.4922
H -2.219 -4.232 -0.100 0.3161
H -1.957 -4.742 -4.323 0.2455
C -0.657 -1.818 -1.755 -1.6098
C -3.860 5.111 1.877 -0.1162
H -1.385 1.452 -8.645 0.2944
C -3.777 6.367 3.813 -0.6093
H -1.587 3.891 0.884 0.3634
H 3.497 -0.194 6.088 0.3338
H 3.224 -1.815 4.341 -0.0312
H 1.201 -4.329 4.421 0.2306
H 0.331 3.337 -6.965 0.2973
C -1.476 -4.535 -6.408 0.3764
C -0.870 -1.964 4.603 0.2591
H -1.254 7.765 1.334 0.1040
H -5.512 5.411 3.387 0.3124
C -4.140 2.533 1.842 -0.7082
H -1.282 5.612 0.703 0.5439
H 0.959 1.147 -0.080 0.4196
H 0.999 5.530 0.347 0.4690
H 0.101 1.531 -5.705 0.4207
H 0.315 -1.321 -1.694 0.2764
H 2.729 3.359 5.528 0.3765
```

The total energy is -3444.1399 hartree. Its spin multiplicity is 1. The value obtained for the HOMO-LUMO gap is 5.715 eV. Its max |F| is 1.0 eV Å⁻¹. As for the energy above the lowest of the compared OMol25 structures with the same formula, charge and spin: 0.0 kcal/mol. Its charge is +1.

---

No. 2
# C36H77NO27PS8

A cluster of 7 separate species, C36H77NO27PS8 in total in a non-equilibrium geometry (ωB97M-V/def2-TZVPD, the Open Molecules 2025 dataset).

The geometry in XYZ format:
```
150
Properties=species:S:1:pos:R:3:mulliken_charge:R:1
H 4.386 1.382 -7.635 0.5381
H 3.992 -0.569 3.793 0.4039
C -3.385 5.616 -1.351 -0.3799
S 3.554 1.666 3.216 1.1674
H -2.766 6.454 -1.663 0.3256
C 0.730 1.356 -5.737 0.7287
C -0.033 -1.901 -7.523 -0.5413
H -0.751 3.574 -4.934 0.3721
H 3.822 0.364 -6.335 0.2619
H -3.246 5.329 6.643 0.3958
H -0.995 1.878 -2.969 0.3622
C 2.042 0.999 -8.734 -1.1654
H 6.226 0.159 -7.091 0.3926
C 0.368 -0.446 -4.153 -0.9235
O 0.521 3.524 -7.387 -0.5163
P 1.129 3.140 -5.963 0.8825
O 0.435 -5.090 -7.504 -0.5600
H -4.202 4.111 5.805 0.2628
H -5.113 -3.968 8.919 0.2595
C 3.271 2.522 0.054 -1.3937
O -2.251 4.083 5.314 -0.1299
S -0.836 4.801 5.407 1.1960
H -6.055 -2.414 10.662 0.2655
O 0.169 3.875 -4.922 -0.5627
H 1.994 0.990 -9.822 0.4358
H -2.886 -5.003 -6.802 0.4945
C -4.522 -3.637 9.770 -0.3708
O -1.229 -6.875 -6.977 -0.5995
H -4.460 6.674 0.185 0.2589
C -3.421 4.857 5.675 -0.4702
H -3.930 5.384 3.649 0.1344
H 2.456 1.964 -8.452 0.4979
C 2.903 -2.734 10.166 -0.9373
O 4.513 -3.811 -4.750 -0.5435
H 0.564 -5.024 -5.093 0.3520
O -2.545 4.880 -0.431 -0.3116
H 2.502 0.062 4.567 0.1812
H 5.437 -2.637 -7.434 0.3569
O -4.038 3.432 0.897 -0.6555
C 3.004 -0.124 -8.290 1.2078
C 3.529 0.279 4.290 -1.0028
O -1.668 -3.154 10.378 -0.6404
C -1.791 -0.986 8.907 -0.8979
H 4.312 -2.628 8.516 0.3105
H -0.678 2.914 0.036 0.0831
H -2.120 -1.629 -7.018 0.3640
C 3.577 -3.312 8.941 -0.3617
C 2.793 -3.749 -6.390 0.1623
O -1.645 -1.873 1.463 -0.3233
H 2.041 -4.081 -5.677 -0.3577
H -5.200 6.746 -1.425 0.4030
S -2.972 3.401 -0.051 1.4027
H -1.296 3.618 1.569 0.4619
O -0.654 5.640 4.261 -0.6018
H 5.672 -0.634 -8.545 0.3875
H -2.527 -0.250 8.596 0.4071
H -1.458 -1.595 8.075 0.1996
H -3.837 -4.443 10.036 0.3345
H -3.074 -1.817 -0.827 0.2029
C 0.201 -0.483 2.478 -0.1538
H -2.973 -3.482 -8.429 0.4519
C 0.661 0.896 -4.411 0.2522
H 3.140 -4.607 -6.961 0.4604
C 2.245 1.952 1.002 -0.0173
C 0.139 -1.292 -5.209 -0.3249
C -4.671 6.105 -0.720 -1.0577
H 0.470 0.498 2.862 -0.1548
O 2.989 -1.723 6.478 -0.6365
H 1.713 2.747 1.528 0.3519
O 2.631 -3.689 7.901 -0.2967
H -2.843 -3.447 1.081 0.2952
O -3.124 2.654 -1.274 -0.7526
O 2.717 2.709 3.735 -0.5828
O -0.182 2.180 -2.540 -0.1770
C 0.512 0.437 -6.794 0.5364
H -1.345 -3.961 -8.815 0.4231
H -0.108 2.878 4.302 -0.0791
C 1.243 -3.576 5.822 -0.8537
H 2.744 3.112 -0.693 0.3870
C 0.600 0.822 -8.240 -1.8962
C 5.432 -1.795 -6.739 -0.5032
O 2.755 1.030 1.992 -0.2312
C -1.989 -4.387 -6.783 -0.7930
H 0.383 -1.248 3.227 0.0070
H -6.049 -4.108 11.192 0.3854
H 0.753 -0.690 1.566 0.4054
O -0.691 5.357 6.718 -0.6766
H 3.833 1.737 -0.451 0.3129
O -2.983 -1.237 11.216 -0.6214
H -3.579 4.995 -2.228 0.3044
H 0.973 4.334 -7.679 0.4202
C 0.909 1.732 -3.172 -0.2601
C -5.419 -3.258 10.930 -0.9900
H -0.008 2.716 6.088 0.3977
H 0.312 -0.838 -3.147 0.7757
H 0.002 1.719 -8.373 0.8448
C -1.490 2.919 0.759 -0.4435
H 3.647 -2.583 10.948 0.3989
H -5.325 5.279 -0.449 0.3143
H 2.462 -0.928 -7.785 -1.4351
C -1.521 -2.059 -7.825 -0.7102
C 3.947 -3.191 -5.590 0.1661
N 0.225 -0.864 -6.486 0.7989
H -3.558 -2.264 2.171 0.3627
H 2.131 -3.408 10.536 0.2758
O 2.000 1.876 -2.741 -0.4329
O 0.920 -1.918 7.805 -0.4478
H 2.036 -4.063 5.261 0.3518
O 4.271 -1.890 -5.881 -0.2225
H -1.661 1.918 1.154 -0.0702
H 0.548 -1.684 -8.409 0.9759
S -0.667 -5.591 -6.727 1.1396
O -3.756 -2.522 9.256 -0.2400
C -1.957 -3.506 -8.037 -1.0355
H 3.982 3.169 0.565 0.4327
S -1.512 -0.424 2.104 1.1830
H 6.326 -1.875 -6.124 0.3288
C -3.686 -1.738 0.072 -0.9463
C -2.986 -2.382 1.250 -0.3965
C -3.814 5.867 4.619 -0.8910
H 2.384 -3.005 -7.069 0.0854
O -0.235 -5.559 -5.200 -0.5397
H -1.788 -1.499 -8.722 0.3819
H -4.761 6.331 4.897 0.3990
H 0.603 -4.303 6.314 0.3786
H -2.015 -3.832 -5.846 0.3761
H -0.942 -0.499 9.379 0.3765
H -3.885 -0.683 0.250 0.2675
O -2.286 -0.384 3.304 -0.7123
H -0.091 -2.336 -5.058 0.3209
H 0.651 -2.930 5.177 0.1403
S -2.515 -2.027 10.120 1.2306
H 1.193 3.697 5.199 0.4361
H 4.087 -4.242 9.180 0.2775
S 1.962 -2.545 7.052 1.1186
H 0.133 0.071 -8.867 0.2204
C 5.427 -0.460 -7.498 -1.0736
H 4.101 0.551 5.173 0.4902
H -4.637 -2.241 -0.102 0.4158
O -1.725 0.564 1.086 -0.2945
O 4.894 1.958 2.821 -0.6197
H 2.433 -1.776 9.952 0.2488
C 0.160 3.367 5.234 -0.6697
H 3.467 -0.548 -9.181 0.7932
C 4.140 0.350 -7.377 -0.5640
H -3.066 6.651 4.516 0.3088
H -4.841 -2.975 11.807 0.3062
H 0.371 -2.831 -7.124 -0.5685
H 1.506 1.369 0.450 0.1337
S 2.963 3.549 -5.682 -0.2803
```

The total energy is -7030.7499 hartree. Its spin multiplicity is 1. The value obtained for the HOMO-LUMO gap is 7.032 eV. Its max |F| is 3.6 eV Å⁻¹. As for the energy above the lowest of the compared OMol25 structures with the same formula, charge and spin: 13.8 kcal/mol. Its charge is +1.

---

No. 3
# C36H80N6O5

A structure of composition C36H80N6O5 in a non-equilibrium geometry (ωB97M-V/def2-TZVPD, the Open Molecules 2025 dataset).

The geometry in XYZ format:
```
127
Properties=species:S:1:pos:R:3:mulliken_charge:R:1
H -9.428 -6.858 17.338 1.1116
C -15.144 -7.659 18.037 -1.6113
H -8.261 -1.172 16.778 0.1850
H -13.787 -1.152 16.029 0.3911
H -15.108 -1.899 21.174 0.4833
H -11.470 -2.476 22.312 0.4429
H -8.202 -2.462 21.536 0.3848
H -15.298 -6.736 18.596 0.1821
H -15.065 -2.734 16.888 0.4287
C -10.516 -4.497 22.782 -0.5087
H -11.384 -9.617 17.692 0.1891
H -8.042 -4.090 22.260 0.5694
H -10.343 -7.089 20.766 0.0566
H -9.432 -1.951 18.467 -0.7605
H -12.781 -5.288 21.929 0.6376
H -9.977 -4.418 21.131 -1.5315
H -14.553 -5.451 20.931 -0.6369
H -12.382 -1.945 19.120 -1.3552
H -13.123 -8.804 23.248 0.3308
H -15.128 -4.245 19.739 0.0677
H -13.606 -2.100 20.233 0.0643
C -15.058 -4.495 20.798 0.4738
H -9.039 -6.875 20.633 0.6761
N -12.472 -4.806 18.611 -1.3930
H -15.859 -0.724 19.026 0.3125
C -14.755 -2.084 17.707 0.7670
H -14.414 -2.735 18.512 -0.2762
H -11.386 -3.774 16.134 -0.1614
H -10.210 -0.926 19.508 0.7880
H -6.458 -3.345 19.198 0.6228
H -11.673 -0.479 15.674 0.3810
C -7.879 -1.783 18.934 0.7348
N -14.151 -3.673 21.740 0.9722
H -6.768 -5.627 19.191 0.3227
C -11.429 -9.256 22.099 0.7023
H -16.134 -0.542 17.217 0.4134
H -11.997 -9.606 24.177 0.3878
O -12.271 -5.485 19.612 0.1351
H -16.816 -4.274 23.735 0.4554
H -10.770 -5.048 15.935 0.4889
C -12.398 -9.614 23.163 -1.2193
H -15.638 -8.530 18.469 0.4957
H -7.324 -1.183 19.655 0.7256
C -10.484 -0.365 17.533 -1.4060
H -11.508 -6.445 21.829 0.0733
H -10.538 -6.353 14.767 0.6087
C -11.427 -8.408 15.917 -1.2193
H -11.799 -6.554 20.056 -0.4149
C -7.521 -3.303 18.961 -1.3109
H -12.924 -4.101 16.737 0.0348
C -16.390 -4.592 21.588 -0.6010
H -12.831 -3.071 15.256 0.3814
H -11.145 0.415 17.913 0.4334
H -13.250 -7.176 20.034 0.5045
C -11.186 -5.984 15.563 -1.6788
C -12.374 -3.320 16.214 -0.8808
C -14.827 -3.770 23.138 -0.4718
C -7.556 -1.161 17.609 -1.6879
H -9.824 -4.069 23.507 0.6588
H -9.542 0.060 17.187 0.5156
C -9.744 -5.483 19.179 0.6828
H -11.966 -3.407 23.624 0.2751
H -13.888 -8.705 19.871 0.8167
C -11.527 -6.999 16.688 1.0985
H -11.834 -10.540 16.347 0.5400
H -9.669 -5.202 18.129 0.7632
C -11.956 -9.542 16.767 -0.4311
H -10.501 -6.145 18.494 -0.8159
H -13.503 -0.379 17.674 0.4624
H -8.581 -7.329 19.015 0.9419
C -13.340 -9.253 17.126 -1.3008
C -7.521 -5.573 19.976 -0.9622
H -16.470 -5.631 21.907 0.3287
H -10.162 -3.379 19.768 -0.2559
C -8.749 -6.469 19.664 -0.3567
H -16.774 -1.891 18.063 0.4520
H -12.010 -8.556 15.009 0.3105
O -10.220 -9.416 22.130 -0.4390
C -15.923 -1.210 18.052 -1.7047
H -12.100 -8.387 19.627 -2.3638
O -11.640 -4.837 17.730 -0.2805
C -11.419 -7.068 20.939 -0.5439
H -10.800 -5.371 23.368 0.4953
C -9.632 -4.269 20.108 -0.6181
H -6.575 -3.307 21.480 0.2838
H -17.240 -4.217 21.018 0.3910
C -13.586 -1.296 17.091 -0.8876
O -13.674 -5.672 16.745 -0.3774
N -12.930 -6.763 17.237 1.1379
C -10.433 -6.942 17.753 -1.2365
H -12.115 -5.620 15.124 0.4200
H -6.990 -0.255 17.822 0.4222
H -10.378 -8.544 15.653 0.6850
H -13.545 -1.722 22.008 0.6128
C -13.123 -8.070 19.424 0.4532
H -14.459 -2.879 23.649 0.4223
N -8.118 -4.081 20.213 0.9233
C -11.693 -3.510 22.573 -0.6091
H -13.922 -9.175 16.208 0.3974
H -10.765 -5.854 19.258 -0.5255
H -8.953 -1.784 19.116 -0.6028
C -16.319 -3.791 22.893 -1.0358
H -6.683 -1.659 17.187 0.5510
H -10.396 -1.747 15.878 0.3076
H -11.559 -9.069 20.100 0.6228
C -14.073 -2.241 21.208 -0.2784
H -13.769 -10.070 17.706 0.4411
C -12.691 -4.217 21.747 -0.5327
H -7.036 -5.893 20.899 0.4233
N -11.924 -8.481 20.835 0.5441
H -16.758 -2.794 22.886 0.3630
C -11.134 -1.117 16.374 -0.2821
O -13.477 -4.106 18.516 0.0612
C -13.612 -7.927 17.939 1.3183
C -10.387 -1.433 18.559 0.4366
C -11.619 -2.326 18.442 1.3810
H -12.929 -8.514 20.741 0.2441
H -9.825 -4.599 21.946 -0.1800
H -11.566 -3.320 18.885 -0.5300
H -12.802 -10.572 22.835 0.3656
H -12.250 -4.307 20.755 0.0298
H -7.810 -3.851 18.064 0.4479
H -10.435 -7.831 18.384 -0.0329
C -7.660 -3.408 21.501 -0.9495
H -15.500 -7.435 17.032 0.5375
H -14.339 -4.662 23.530 0.4010
N -12.223 -2.053 17.005 0.8757
```

The total energy is -2121.6375 hartree. Its spin multiplicity is 1. The value obtained for the HOMO-LUMO gap is 5.765 eV. Its max |F| is 15.3 eV Å⁻¹. As for the energy above the lowest of the compared OMol25 structures with the same formula, charge and spin: 749.8 kcal/mol. Its charge is +4.